{"formula": "C5H10NO", "method": "ωB97M-V/def2-TZVPD", "elements": ["O", "N", "C", "C", "C", "C", "C", "H", "H", "H", "H", "H", "H", "H", "H", "H", "H"], "coordinates": [[2.11840, 0.80352, 0.66576], [0.93932, 0.64549, 0.54411], [0.83053, -0.91023, -1.41768], [-0.55034, -1.33912, 0.69642], [-0.99762, 1.20159, -0.28049], [-0.12704, 1.55120, 0.93435], [0.13009, -0.32321, -0.20899], [-1.96637, 0.96329, -0.15906], [0.17788, 2.51663, 1.07777], [1.84827, -1.03137, -1.29739], [0.54662, -1.81277, -1.72554], [-0.81751, 1.83238, -1.22177], [0.78477, -0.33487, -2.25903], [-1.16960, -1.97617, 0.08316], [0.16983, -1.93791, 1.26179], [-0.67712, 1.17356, 1.82406], [-1.24011, -1.02202, 1.48254]], "forces_ev_per_angstrom": [[-1.930, -0.476, -0.648], [1.111, 0.195, 1.054], [-0.154, 2.229, 2.288], [-0.188, -0.356, 0.941], [5.917, -0.559, -1.863], [-2.479, -1.426, 0.139], [-1.476, 1.259, -1.391], [-3.181, -0.941, 0.699], [0.970, 2.439, 0.422], [2.422, -0.078, 0.981], [-1.902, -3.801, -0.624], [-0.008, -1.131, 1.476], [-0.527, 2.117, -2.104], [0.156, -0.295, -0.386], [0.223, -0.153, -0.518], [0.905, 0.150, -0.221], [0.140, 0.825, -0.242]], "nbo_charge": [-0.0877, 0.3407, -0.6612, -0.6522, -0.3061, -0.3133, 0.1457, 0.2268, 0.2633, 0.2549, 0.2510, 0.2493, 0.2475, 0.2663, 0.2534, 0.2804, 0.2412], "relative_energy_kj_mol": 520.8, "total_charge": 1, "gap_ev": 8.97, "smiles": "CC1(C)CC[N+]1=O"}